1.
{
  "formula": "C12H54O15",
  "method": "wB97M-V/def2-TZVPD",
  "fmax_ev_per_a": 2.66,
  "charge": 0,
  "relative_energy_kj_mol": 144.4,
  "elements": ["O", "H", "H", "O", "H", "H", "O", "H", "H", "O", "H", "H", "O", "H", "H", "O", "H", "H", "O", "H", "H", "O", "H", "H", "O", "H", "H", "O", "H", "H", "O", "H", "H", "C", "C", "C", "O", "H", "H", "H", "H", "H", "H", "H", "H", "C", "C", "C", "O", "H", "H", "H", "H", "H", "H", "H", "H", "C", "C", "C", "O", "H", "H", "H", "H", "H", "H", "H", "H", "C", "C", "C", "O", "H", "H", "H", "H", "H", "H", "H", "H"],
  "positions_angstrom": [[-4.684, 14.615, 10.722], [-5.621, 14.542, 10.906], [-4.611, 14.462, 9.780], [-2.395, 9.220, 15.743], [-2.141, 9.526, 14.872], [-2.282, 8.270, 15.706], [-0.457, 5.349, 11.957], [0.239, 4.750, 11.688], [-0.823, 4.953, 12.747], [3.963, 18.115, 11.230], [4.597, 17.899, 11.914], [3.231, 18.516, 11.700], [-1.745, 8.934, 9.552], [-1.432, 9.613, 10.150], [-1.599, 8.114, 10.023], [-3.077, 18.465, 11.317], [-3.362, 17.552, 11.277], [-3.422, 18.788, 12.149], [0.395, 11.498, 18.361], [1.302, 11.213, 18.471], [-0.047, 10.746, 17.967], [3.593, 15.964, 17.841], [3.135, 15.260, 17.380], [4.281, 16.239, 17.235], [1.377, 9.330, 6.970], [1.702, 8.440, 7.111], [0.557, 9.366, 7.461], [-4.974, 13.096, 17.030], [-4.763, 12.985, 17.957], [-4.355, 12.526, 16.573], [0.462, 20.354, 12.427], [-0.179, 19.732, 12.082], [0.061, 20.693, 13.227], [5.646, 5.972, 8.382], [5.046, 5.557, 7.070], [5.708, 4.229, 6.667], [3.654, 5.344, 7.371], [5.280, 6.889, 8.844], [6.714, 6.054, 8.183], [5.656, 5.154, 9.102], [5.180, 6.271, 6.257], [6.700, 4.371, 6.238], [5.174, 3.692, 5.883], [5.808, 3.550, 7.513], [3.485, 4.669, 8.033], [0.884, 13.429, 13.255], [0.629, 12.177, 12.429], [1.449, 10.988, 12.950], [-0.687, 11.805, 12.697], [1.930, 13.691, 13.102], [0.709, 13.280, 14.321], [0.229, 14.255, 12.979], [0.786, 12.312, 11.359], [2.519, 11.121, 12.790], [1.286, 10.083, 12.365], [1.333, 10.725, 14.001], [-1.248, 12.545, 12.454], [7.826, 10.672, 14.835], [8.884, 10.149, 15.806], [9.425, 11.183, 16.785], [8.293, 8.986, 16.404], [7.538, 9.910, 14.111], [8.141, 11.536, 14.249], [6.920, 10.850, 15.414], [9.695, 9.746, 15.200], [9.968, 10.677, 17.583], [8.593, 11.749, 17.206], [10.117, 11.891, 16.328], [8.122, 8.358, 15.698], [1.820, 5.697, 16.784], [0.795, 4.573, 16.960], [0.608, 4.054, 18.430], [-0.454, 5.060, 16.572], [1.877, 5.839, 15.705], [2.794, 5.492, 17.227], [1.458, 6.601, 17.275], [1.043, 3.771, 16.264], [-0.200, 3.331, 18.547], [0.309, 4.890, 19.062], [1.538, 3.665, 18.847], [-1.067, 4.649, 17.187]],
  "forces_ev_per_angstrom": [[0.231, 0.125, 0.170], [-0.244, -0.026, 0.109], [0.063, -0.047, -0.261], [-0.056, 0.160, 0.252], [0.105, 0.175, -0.279], [0.036, -0.282, 0.034], [-0.058, 0.230, -0.139], [0.178, -0.122, -0.110], [-0.132, -0.060, 0.261], [0.059, -0.107, -0.209], [0.180, -0.050, 0.130], [-0.277, 0.195, 0.086], [-0.013, 0.063, -0.325], [0.060, 0.238, 0.220], [0.036, -0.292, 0.136], [0.237, 0.199, -0.098], [-0.095, -0.341, -0.068], [-0.126, 0.102, 0.192], [-0.044, 0.226, 0.052], [0.237, -0.036, 0.065], [-0.223, -0.200, -0.159], [-0.020, 0.086, 0.194], [-0.177, -0.193, -0.074], [0.189, 0.104, -0.119], [0.152, 0.213, -0.118], [0.120, -0.272, 0.007], [-0.311, 0.007, 0.155], [-0.192, 0.171, -0.101], [0.043, -0.012, 0.236], [0.163, -0.179, -0.142], [0.288, 0.017, -0.039], [-0.237, -0.198, -0.201], [-0.058, 0.116, 0.202], [1.906, 0.370, -0.096], [-0.576, -2.008, 1.641], [0.077, -0.084, -0.674], [-0.801, 0.760, -1.526], [-0.146, -0.092, -0.257], [0.342, 0.602, 0.203], [-0.643, -0.084, 0.062], [-0.582, 0.187, 0.235], [0.186, 0.232, 0.222], [-0.377, 0.183, 0.042], [-0.057, 0.063, 0.127], [0.648, -0.093, 0.020], [0.847, 0.153, -0.401], [0.497, -0.578, 1.917], [1.040, -0.244, -0.833], [-1.698, -0.630, -0.444], [0.012, 0.507, 0.142], [0.062, -0.437, -0.046], [0.120, 0.089, -0.348], [0.207, 0.182, -0.081], [0.162, 0.486, 0.099], [-0.574, -0.020, -0.044], [-0.433, 0.407, 0.006], [-0.297, 0.019, 0.018], [-0.070, 0.141, 0.102], [-0.085, -0.588, -1.662], [-0.546, -0.646, 0.269], [0.217, 0.372, 1.212], [0.224, -0.216, -0.050], [-0.057, 0.206, 0.237], [-0.026, 0.477, -0.035], [0.509, 0.324, -0.034], [-0.081, 0.028, 0.085], [0.040, 0.025, 0.206], [-0.136, -0.152, -0.310], [0.007, 0.029, -0.022], [-0.506, -0.333, 0.257], [0.485, -0.519, 1.586], [0.831, 0.669, -0.607], [-1.155, 0.554, -0.430], [0.358, 0.397, 0.097], [0.033, -0.322, -0.277], [-0.156, 0.066, -0.157], [0.313, -0.401, 0.229], [0.158, -0.346, -0.366], [0.127, 0.288, -0.051], [-0.090, -0.217, -0.029], [-0.426, 0.185, -0.291]],
  "lowdin_charge": [-0.053, 0.031, 0.031, -0.052, 0.025, 0.026, -0.053, 0.028, 0.026, -0.053, 0.026, 0.023, -0.047, 0.021, 0.028, -0.052, 0.021, 0.029, -0.054, 0.027, 0.023, -0.053, 0.026, 0.027, -0.053, 0.024, 0.017, -0.054, 0.029, 0.025, -0.051, 0.021, 0.028, -0.086, -0.461, -0.071, -0.073, 0.084, 0.078, 0.078, 0.142, 0.077, 0.077, 0.075, 0.082, -0.059, -0.500, -0.058, -0.064, 0.079, 0.084, 0.077, 0.137, 0.074, 0.071, 0.081, 0.088, -0.070, -0.494, -0.046, -0.065, 0.071, 0.079, 0.082, 0.125, 0.079, 0.079, 0.080, 0.080, -0.050, -0.497, -0.048, -0.062, 0.077, 0.078, 0.078, 0.124, 0.073, 0.080, 0.076, 0.073]
}



2.
{
  "formula": "C12H56O16",
  "method": "wB97M-V/def2-TZVPD",
  "fmax_ev_per_a": 7.33,
  "charge": 0,
  "relative_energy_kj_mol": 145.2,
  "elements": ["O", "H", "H", "O", "H", "H", "O", "H", "H", "O", "H", "H", "O", "H", "H", "O", "H", "H", "O", "H", "H", "O", "H", "H", "O", "H", "H", "O", "H", "H", "O", "H", "H", "O", "H", "H", "C", "C", "C", "O", "H", "H", "H", "H", "H", "H", "H", "H", "C", "C", "C", "O", "H", "H", "H", "H", "H", "H", "H", "H", "C", "C", "C", "O", "H", "H", "H", "H", "H", "H", "H", "H", "C", "C", "C", "O", "H", "H", "H", "H", "H", "H", "H", "H"],
  "positions_angstrom": [[-2.212, 4.395, 0.120], [-2.400, 5.314, 0.335], [-2.230, 3.923, 0.972], [3.477, 2.204, -2.347], [2.747, 2.751, -2.694], [3.733, 1.628, -3.072], [2.934, 2.111, 0.281], [3.316, 2.266, -0.600], [2.083, 2.562, 0.240], [0.093, -2.303, 3.241], [-0.146, -2.415, 2.314], [-0.660, -2.648, 3.731], [3.441, 0.601, -3.607], [3.456, 0.705, -2.650], [2.643, 0.078, -3.777], [-2.168, 3.652, -2.528], [-2.044, 3.996, -1.627], [-3.031, 3.976, -2.797], [-1.314, 0.618, -5.617], [-1.092, 1.216, -4.896], [-1.783, 1.165, -6.253], [0.129, 1.278, 3.522], [0.565, 2.041, 3.127], [0.434, 0.532, 2.990], [0.664, 3.851, 0.153], [-0.292, 3.994, 0.118], [1.056, 4.726, 0.238], [2.054, -0.313, 1.973], [2.288, -1.036, 2.567], [2.899, 0.080, 1.718], [1.197, -1.254, -3.217], [1.000, -0.762, -2.406], [1.536, -2.103, -2.913], [1.256, 3.471, -3.195], [0.526, 3.327, -3.804], [0.837, 3.759, -2.375], [-0.137, 1.471, -2.033], [0.170, 0.871, -0.679], [-1.048, 0.265, 0.028], [1.288, -0.026, -0.636], [-0.826, 0.839, -2.596], [0.803, 1.511, -2.590], [-0.503, 2.490, -1.956], [0.553, 1.692, -0.061], [-0.693, -0.257, 0.921], [-1.626, -0.444, -0.566], [-1.726, 1.034, 0.406], [1.506, -0.250, 0.281], [-3.485, 4.089, 4.116], [-3.205, 2.788, 3.382], [-4.290, 2.345, 2.432], [-2.042, 3.019, 2.552], [-4.492, 4.111, 4.537], [-3.369, 4.926, 3.424], [-2.791, 4.297, 4.931], [-2.933, 2.037, 4.127], [-5.145, 1.977, 3.002], [-3.904, 1.468, 1.910], [-4.542, 3.111, 1.701], [-1.295, 2.485, 2.851], [-2.255, -3.982, 0.622], [-1.224, -5.073, 0.883], [-1.794, -6.456, 1.160], [-0.297, -5.148, -0.218], [-1.746, -3.033, 0.440], [-2.893, -3.751, 1.476], [-2.825, -4.246, -0.269], [-0.526, -4.756, 1.662], [-2.242, -6.475, 2.154], [-0.977, -7.176, 1.130], [-2.571, -6.709, 0.436], [-0.685, -5.700, -0.906], [3.867, -2.483, -1.278], [3.139, -3.685, -0.722], [3.248, -3.825, 0.807], [1.824, -3.602, -1.196], [3.891, -2.604, -2.364], [4.899, -2.436, -0.936], [3.233, -1.611, -1.109], [3.574, -4.571, -1.205], [4.272, -4.078, 1.087], [2.707, -4.715, 1.136], [2.894, -2.887, 1.230], [1.226, -4.231, -0.768]],
  "forces_ev_per_angstrom": [[0.136, 0.328, 0.043], [0.013, 0.027, -0.015], [-0.010, -0.376, 0.389], [0.253, 5.600, 4.366], [0.375, -0.356, 0.089], [1.040, 3.895, -1.715], [0.203, 0.244, 0.726], [0.049, -0.300, -0.223], [0.194, 0.002, 0.085], [0.048, 0.035, -0.122], [0.032, 0.024, -0.056], [-0.001, 0.028, 0.072], [-0.074, -6.194, -3.917], [-1.076, -2.931, 1.261], [-0.166, -0.330, -0.198], [0.030, 0.279, -0.232], [-0.305, -0.195, -0.094], [-0.044, 0.028, -0.021], [-0.020, 0.047, -0.043], [0.000, -0.068, 0.087], [-0.018, 0.015, -0.025], [-0.458, 0.428, -0.052], [0.422, -0.131, 0.043], [0.189, -0.044, -0.029], [0.085, 0.320, -0.150], [-0.184, 0.110, 0.041], [0.041, 0.036, 0.066], [0.258, -0.255, 0.274], [-0.217, -0.085, 0.030], [-0.027, 0.472, -0.167], [-0.015, 0.298, -0.484], [0.231, -0.348, 0.269], [-0.068, -0.076, 0.260], [0.149, 1.257, -0.410], [0.018, 0.030, -0.020], [0.093, 0.002, -0.032], [0.888, -1.329, -0.255], [0.235, 0.556, 1.949], [0.219, 0.025, 0.388], [-0.697, -0.631, -1.771], [-0.232, 0.135, 0.001], [-0.299, -0.156, 0.167], [-0.274, -0.573, 0.198], [-0.772, -0.041, -0.026], [-0.038, -0.088, 0.022], [0.152, 0.025, -0.232], [-0.052, 0.132, -0.227], [-0.222, 0.146, -0.069], [-0.248, 0.328, 0.049], [0.850, 0.770, -0.093], [0.090, -1.000, 0.584], [0.119, 0.260, -0.100], [-0.035, -0.015, -0.061], [-0.237, -0.026, -0.103], [0.125, -0.299, -0.028], [-0.242, -0.311, -0.209], [-0.289, 0.394, -0.182], [-0.048, 0.090, -0.228], [-0.164, 0.072, 0.133], [-0.074, -0.356, 0.090], [0.484, 0.248, 0.078], [0.648, 0.219, -0.100], [0.083, 0.532, 0.352], [-0.330, -0.231, -0.316], [0.134, -0.104, -0.338], [-0.245, -0.529, -0.013], [-0.264, 0.140, 0.119], [-0.404, -0.139, 0.462], [-0.065, -0.092, -0.022], [-0.125, -0.131, -0.010], [0.067, -0.083, -0.084], [0.028, 0.086, -0.110], [-0.468, -0.334, -0.568], [0.864, -0.885, 0.025], [0.026, -0.436, -1.019], [-0.835, 0.512, -0.080], [0.135, 0.091, -0.052], [-0.113, 0.353, 0.217], [0.489, 0.313, 0.369], [0.268, -0.160, 0.338], [0.161, 0.569, -0.006], [-0.530, 0.329, 0.127], [-0.005, -0.191, 0.473], [0.062, 0.000, 0.058]],
  "lowdin_charge": [-0.056, 0.078, 0.024, -0.089, 0.027, -0.138, -0.072, 0.002, -0.024, -0.042, 0.018, 0.046, 0.016, 0.045, 0.066, -0.070, -0.010, 0.042, -0.049, 0.007, 0.031, -0.045, 0.048, 0.004, -0.044, 0.015, 0.075, -0.046, 0.057, 0.067, -0.052, -0.001, 0.021, -0.058, 0.064, 0.037, -0.047, -0.441, -0.018, -0.087, 0.092, 0.073, 0.032, 0.089, 0.057, 0.080, 0.067, 0.031, -0.053, -0.455, -0.048, -0.103, 0.081, 0.076, 0.079, 0.143, 0.084, 0.077, 0.083, 0.050, -0.044, -0.472, -0.046, -0.075, 0.064, 0.083, 0.087, 0.126, 0.083, 0.084, 0.084, 0.104, -0.047, -0.510, -0.032, -0.054, 0.084, 0.087, 0.067, 0.132, 0.079, 0.075, 0.061, 0.047]
}



3.
{
  "formula": "C12H5F5N2O2SSn",
  "method": "wB97M-V/def2-TZVPD",
  "fmax_ev_per_a": 0.64,
  "charge": 0,
  "energy_ha": -1831.9997,
  "elements": ["Sn", "O", "N", "N", "O", "C", "C", "C", "C", "C", "C", "H", "H", "H", "H", "H", "F", "C", "C", "F", "C", "F", "C", "S", "C", "F", "C", "F"],
  "positions_angstrom": [[1.706, -0.265, -0.204], [1.097, -0.312, -2.384], [0.283, 0.582, -2.796], [-0.190, 1.336, -1.906], [0.092, 1.218, -0.616], [-1.039, 2.426, -2.281], [-1.990, 2.870, -1.376], [-2.776, 3.961, -1.704], [-2.603, 4.604, -2.921], [-1.650, 4.146, -3.819], [-0.859, 3.054, -3.506], [-2.097, 2.357, -0.431], [-3.519, 4.312, -1.000], [-3.207, 5.467, -3.170], [-1.504, 4.655, -4.763], [-0.108, 2.688, -4.192], [2.500, -4.768, 5.388], [2.038, -4.201, 4.280], [2.360, -2.890, 3.982], [3.135, -2.188, 4.806], [1.873, -2.313, 2.825], [2.216, -1.037, 2.583], [1.052, -2.985, 1.927], [0.343, -2.307, 0.472], [0.745, -4.306, 2.261], [-0.035, -5.024, 1.457], [1.227, -4.908, 3.409], [0.913, -6.172, 3.683]],
  "forces_ev_per_angstrom": [[-0.293, 0.174, -0.371], [0.158, -0.111, 0.608], [-0.059, -0.046, -0.254], [0.020, -0.023, 0.333], [0.359, -0.464, 0.073], [-0.208, 0.367, -0.170], [0.103, -0.198, 0.099], [0.018, 0.002, -0.044], [-0.029, 0.015, -0.005], [-0.011, 0.021, -0.005], [0.053, -0.163, 0.046], [-0.001, 0.047, 0.016], [-0.004, 0.004, -0.010], [-0.004, -0.009, 0.005], [-0.017, -0.023, -0.008], [0.019, 0.034, 0.008], [0.036, -0.089, 0.092], [-0.061, 0.118, -0.148], [-0.035, -0.057, -0.031], [0.055, 0.036, 0.051], [-0.120, -0.051, -0.091], [0.020, 0.139, -0.007], [0.156, -0.088, 0.195], [-0.191, 0.345, -0.383], [0.110, 0.197, -0.038], [-0.049, -0.092, -0.014], [0.001, -0.009, 0.033], [-0.026, -0.076, 0.020]],
  "lowdin_charge": [1.125, -0.313, 0.000, -0.219, -0.305, -0.173, -0.008, -0.068, -0.079, -0.073, -0.013, 0.118, 0.108, 0.106, 0.107, 0.113, 0.135, -0.142, -0.148, 0.129, -0.241, -0.007, -0.532, 0.556, -0.251, 0.088, -0.143, 0.130]
}